Record 1
The following is a DFT calculation (ωB97M-V/def2-TZVPD) of a cluster of 2 separate species, C6H12O in total at a distorted geometry.

Atoms and positions in Å:
C: 1.85624 -0.92060 -0.14415
C: 1.38321 0.41685 0.32857
O: 2.33211 1.03678 1.05209
C: 0.22374 1.12071 0.00383
C: -1.14594 0.78829 0.64332
C: -1.96742 -0.16718 -0.22492
C: -0.96361 -1.06143 -0.90142
H: 2.94659 -0.87941 -0.25325
H: 1.34860 -1.14302 -1.08767
H: 1.61869 -1.75141 0.52450
H: 1.93739 1.86261 1.37287
H: 0.41385 2.19942 -0.01408
H: -0.16655 0.14162 -1.12274
H: -0.94619 0.32995 1.62053
H: -1.67690 1.72457 0.84786
H: -2.47027 0.39962 -1.01117
H: -2.73165 -0.64585 0.39673
H: -1.32436 -1.55257 -1.81311
H: -0.66752 -1.89894 -0.21779

Output
E_tot = -8460.18028 eV
energy above the lowest of the compared OMol25 structures with the same formula, charge and spin = 4.174 eV
orbital gap = 8.2 eV
E_HOMO = -0.2764 Eh
total charge = 0
spin multiplicity = 1



Record 2
The following is a DFT calculation (ωB97M-V/def2-TZVPD) of an isolated molecule of C6H12O.

Atoms and positions in Å:
C: 1.91310 1.02000 1.02001
C: 0.76112 0.91026 0.01967
C: 1.09205 -0.10801 -1.08808
O: -0.06296 -0.91159 -1.30154
C: -1.16422 -0.36273 -0.57992
C: -2.09214 -1.52291 -0.27649
C: -0.53197 0.32912 0.62543
H: 2.80525 1.44837 0.54765
H: 2.17317 0.01580 1.37788
H: 1.66357 1.63734 1.89009
H: 0.53156 1.90910 -0.38158
H: 1.38953 0.35731 -2.04050
H: 1.90438 -0.76461 -0.74322
H: -1.68827 0.39521 -1.18228
H: -2.42633 -1.97500 -1.21542
H: -2.96482 -1.22312 0.31338
H: -1.52507 -2.27866 0.27580
H: -0.29582 -0.38662 1.42754
H: -1.19967 1.09055 1.04493

Output
E_tot = -8463.98382 eV
energy above the lowest of the compared OMol25 structures with the same formula, charge and spin = 0.370 eV
orbital gap = 10.7 eV
E_HOMO = -0.3499 Eh
total charge = 0
spin multiplicity = 1
SMILES = C[C@H]1CO[C@@H](C)C1



Record 3
The following is a DFT calculation (ωB97M-V/def2-TZVPD) of a structure of composition C6H12O at a distorted geometry.

Atoms and positions in Å:
C: 2.54865 0.13852 -0.01515
C: 1.27165 -0.33978 0.67864
C: -0.05379 0.45011 0.40523
C: -1.26622 -0.39887 0.44306
C: -1.39567 0.28244 -0.87064
O: -2.64652 0.85723 -0.59531
C: -2.57682 0.33590 0.75509
H: 2.44529 0.03889 -1.10015
H: 2.74496 1.19003 0.21985
H: 3.42762 -0.44246 0.30132
H: 1.45364 -0.29268 1.77551
H: 1.13873 -1.41582 0.48835
H: 0.71841 -0.70127 -2.02613
H: -0.02101 1.46783 0.78457
H: -1.16841 -1.46677 0.61748
H: 0.27384 -1.07440 -2.48301
H: -0.99972 0.48604 -1.84943
H: -2.49939 1.20782 1.40759
H: -3.39524 -0.32277 1.06314

Output
E_tot = -8459.03387 eV
energy above the lowest of the compared OMol25 structures with the same formula, charge and spin = 5.320 eV
orbital gap = 8.7 eV
E_HOMO = -0.2771 Eh
total charge = 0
spin multiplicity = 1



Record 4
The following is a DFT calculation (ωB97M-V/def2-TZVPD) of an isolated molecule of C6H12O.

Atoms and positions in Å:
C: -1.62583 -2.41506 0.01903
C: -1.84655 -1.20506 0.52244
C: -1.85265 0.05657 -0.29333
C: -0.55427 0.83614 -0.10419
O: 0.49522 -0.05473 -0.39968
C: 1.75180 0.52615 -0.63547
C: 2.42454 1.08016 0.61105
H: -1.46882 -2.56929 -1.04700
H: -1.55111 -3.29582 0.65038
H: -1.95703 -1.08179 1.60094
H: -1.94415 -0.19133 -1.35533
H: -2.70036 0.70127 -0.02697
H: -0.52466 1.70507 -0.78462
H: -0.48026 1.22190 0.92645
H: 2.35700 -0.28410 -1.05417
H: 1.66391 1.30996 -1.40651
H: 3.42561 1.44527 0.35916
H: 1.86613 1.91551 1.04581
H: 2.52149 0.29918 1.37203

Output
E_tot = -8462.95121 eV
energy above the lowest of the compared OMol25 structures with the same formula, charge and spin = 1.403 eV
orbital gap = 10.5 eV
E_HOMO = -0.3450 Eh
total charge = 0
spin multiplicity = 1
SMILES = C=CCCOCC



Record 5
The following is a DFT calculation (ωB97M-V/def2-TZVPD) of an isolated molecule of C6H12O at a distorted geometry.

Atoms and positions in Å:
C: -2.36694 1.09817 0.33968
C: -0.84627 1.24981 0.48821
C: 0.03476 -0.01390 0.61264
C: 1.19194 -0.28866 -0.43995
C: 2.25677 -1.32263 -0.04981
C: 0.16105 -0.80971 -1.35206
O: -0.16460 -1.97739 -1.38399
H: -2.84776 2.08634 0.38789
H: -2.79569 0.49447 1.14775
H: -2.65020 0.64116 -0.61448
H: -0.48167 1.88429 -0.33043
H: -0.65612 1.79916 1.41397
H: 0.82921 0.18076 1.30088
H: -0.49709 -0.90738 0.96226
H: 1.62631 0.70147 -0.65726
H: 3.17978 -1.15875 -0.62279
H: 2.54778 -1.35734 1.01046
H: 1.85328 -2.29791 -0.33056
H: -0.37454 -0.00196 -1.88242

Output
E_tot = -8462.72713 eV
energy above the lowest of the compared OMol25 structures with the same formula, charge and spin = 1.627 eV
orbital gap = 10.3 eV
E_HOMO = -0.3411 Eh
total charge = 0
spin multiplicity = 1
SMILES = CCC[C@@H](C)C=O



Record 6
The following is a DFT calculation (ωB97M-V/def2-TZVPD) of a cluster of 2 separate species, C6H12O in total at a distorted geometry.

Atoms and positions in Å:
C: 2.26195 -0.12948 -1.47080
C: 2.07804 0.14171 -0.19775
C: 0.84274 -0.19006 0.48636
C: -0.28456 -0.57981 -0.15019
C: -1.33356 -1.51781 0.49137
C: -2.37784 -0.76672 1.32130
H: 3.30050 -0.22414 -1.91213
H: 1.55534 -0.26771 -2.35605
H: 2.94264 0.50194 0.37670
H: 1.01055 -0.27516 1.55596
H: -0.51110 -0.38231 -1.16035
H: -0.84421 -2.39778 0.95422
H: -1.84840 -2.12216 -0.42651
H: -3.04301 -0.12824 0.73101
H: -3.03093 -1.53616 1.74854
H: -1.87859 -0.10215 2.07889
O: 0.77893 3.26208 -0.49347
H: 0.30015 4.12231 -0.71819
H: 0.08134 2.59165 -0.85891

Output
E_tot = -8461.42740 eV
energy above the lowest of the compared OMol25 structures with the same formula, charge and spin = 2.927 eV
orbital gap = 9.0 eV
E_HOMO = -0.3052 Eh
total charge = 0
spin multiplicity = 1
SMILES = C=C/C=C/CC.O



Record 7
The following is a DFT calculation (ωB97M-V/def2-TZVPD) of a cluster of 2 separate species, C6H12O in total at a distorted geometry.

Atoms and positions in Å:
C: 1.61327 1.24394 0.61320
C: 0.15137 0.91905 0.30687
C: -0.43416 -0.18151 0.85405
C: 0.11169 -1.47255 1.18399
C: -0.65007 -2.56408 1.41301
C: -0.51812 1.94123 -0.73996
H: 2.04574 0.41085 1.17389
H: 1.61612 2.11369 1.24538
H: 2.03957 1.58520 -0.32884
H: -1.57069 -0.26050 0.95725
H: 1.14505 -1.50812 1.43030
H: -1.74100 -2.51812 1.39873
H: -0.23460 -3.58497 1.60857
H: 0.16640 2.77274 -0.91610
H: -1.43797 2.34641 -0.35739
H: -0.65059 1.46131 -1.71726
H: -0.56966 -0.78654 -1.90694
H: -0.85852 -0.76238 -3.43369
O: -0.22384 -1.15568 -2.78506

Output
E_tot = -8454.03084 eV
energy above the lowest of the compared OMol25 structures with the same formula, charge and spin = 1.017 eV
orbital gap (alpha / beta) = 9.5 / 7.1 eV
E_HOMO (alpha / beta) = -0.5349 / -0.5457 Eh
total charge = +1
spin multiplicity = 2



Record 8
The following is a DFT calculation (ωB97M-V/def2-TZVPD) of a cluster of 2 separate species, C6H12O2 in total at a distorted geometry.

Atoms and positions in Å:
C: 2.48344 -1.33360 -1.61632
C: 1.24225 -0.52335 -1.36932
C: 0.72954 -0.28965 -0.15925
C: -0.62338 0.31750 0.05549
C: -0.72338 1.61708 0.33527
O: 0.32937 2.46717 0.15249
C: -1.90701 2.29716 0.91593
H: 3.41029 -0.78681 -1.40114
H: 2.49905 -2.15913 -0.91427
H: 2.61585 -1.68272 -2.63496
H: 0.68045 -0.16266 -2.22072
H: 1.21617 -0.76640 0.67897
H: -1.36251 -0.47212 0.14893
H: 1.08436 1.97233 -0.19412
H: -2.60025 1.63695 1.43749
H: -2.45111 2.80950 0.10310
H: -1.65347 3.11169 1.60188
H: -2.08032 -2.91183 1.04245
H: -1.58942 -2.50189 2.47845
O: -1.29991 -2.63922 1.55966

Output
E_tot = -10509.15681 eV
energy above the lowest of the compared OMol25 structures with the same formula, charge and spin = 1.100 eV
orbital gap (alpha / beta) = 2.4 / 8.7 eV
E_HOMO (alpha / beta) = 0.0384 / -0.1946 Eh
total charge = -1
spin multiplicity = 2



Record 9
The following is a DFT calculation (ωB97M-V/def2-TZVPD) of a cluster of 2 separate species, C6H12O2 in total at a distorted geometry.

Atoms and positions in Å:
C: 2.03675 0.50094 0.95345
C: 1.40467 -0.79001 0.58881
O: 1.04782 -0.98630 -0.59503
C: 1.14834 -1.79338 1.70689
H: 1.99116 1.27855 0.19098
H: 3.07450 0.38677 1.26671
H: 1.50672 0.97318 1.78058
H: 1.97581 -1.67353 2.40620
H: 1.13401 -2.77569 1.23472
H: 0.29312 -1.51445 2.32244
C: -0.80539 1.55403 -1.61149
C: -2.03701 0.95685 -0.87931
O: -2.89261 1.65245 -0.29358
C: -2.05654 -0.53066 -0.95922
H: -1.05254 2.06883 -2.53993
H: 0.00322 0.82615 -1.67820
H: -0.46939 2.43273 -1.06095
H: -3.02110 -0.86092 -1.34476
H: -2.02888 -0.79081 0.09893
H: -1.25266 -0.91471 -1.58723

Output
E_tot = -10509.89599 eV
energy above the lowest of the compared OMol25 structures with the same formula, charge and spin = 0.361 eV
orbital gap (alpha / beta) = 3.0 / 7.1 eV
E_HOMO (alpha / beta) = 0.0309 / -0.1232 Eh
total charge = -1
spin multiplicity = 2



Record 10
The following is a DFT calculation (ωB97M-V/def2-TZVPD) of a cluster of 2 separate species, C6H12O2 in total at a distorted geometry.

Atoms and positions in Å:
C: 2.00905 -0.66842 -0.62282
C: 1.29854 -0.33358 0.67639
C: 1.31706 1.14793 1.01238
C: -0.19062 -1.11032 0.79065
O: -0.46685 -2.04785 0.04958
H: 3.06170 -0.37206 -0.58254
H: 1.52940 -0.17716 -1.47608
H: 2.01745 -1.75034 -0.78519
H: 1.81191 -0.86579 1.48353
H: 2.33545 1.49386 1.21410
H: 0.93322 1.73587 0.17201
H: 0.67915 1.36489 1.87393
H: -0.57918 -0.99932 1.81347
C: -2.56686 0.21492 -1.36413
C: -1.91173 0.54669 -0.06229
O: -2.44988 1.10593 0.86701
H: -3.58706 -0.13869 -1.20910
H: -1.98294 -0.54428 -1.88849
H: -2.60066 1.11849 -1.97890
H: -0.65717 0.27924 0.01649

Output
E_tot = -10509.51721 eV
energy above the lowest of the compared OMol25 structures with the same formula, charge and spin = 2.790 eV
orbital gap = 10.0 eV
E_HOMO = -0.3444 Eh
total charge = 0
spin multiplicity = 1
SMILES = CC(C)C=O.CC=O



Record 11
The following is a DFT calculation (ωB97M-V/def2-TZVPD) of a cluster of 2 separate species, C6H12O2 in total at a distorted geometry.

Atoms and positions in Å:
C: 1.18766 1.82682 1.87302
C: 1.33222 0.31858 1.70157
C: 0.57963 -0.36723 0.58602
C: 0.23191 0.27904 -0.53467
C: -0.60104 -0.25371 -1.61121
C: -1.40080 0.56704 -2.32356
O: -2.22586 0.09022 -3.29718
H: 1.40561 2.09215 2.91677
H: 0.18074 2.17552 1.66778
H: 1.91249 2.49327 1.39678
H: 0.90919 -0.01023 2.66160
H: 2.35104 -0.07120 1.60289
H: 0.74692 -1.43031 0.45810
H: 0.46238 1.34144 -0.63148
H: -0.58672 -1.30561 -1.83461
H: -1.55108 1.62819 -2.18685
H: -2.08125 -0.84686 -3.36169
O: -1.19277 -3.07244 0.48878
H: -1.34261 -2.14698 0.28252
H: -0.31768 -3.30769 0.14542

Output
E_tot = -10509.73038 eV
energy above the lowest of the compared OMol25 structures with the same formula, charge and spin = 2.577 eV
orbital gap = 9.0 eV
E_HOMO = -0.3023 Eh
total charge = 0
spin multiplicity = 1
SMILES = CC/C=C/C=C/O.O



Record 12
The following is a DFT calculation (ωB97M-V/def2-TZVPD) of the ion C6H12O2 with charge +1 at a distorted geometry.

Atoms and positions in Å:
O: -0.47909 2.06675 -1.13318
C: -1.03978 1.37603 -0.35059
O: -2.28493 1.69102 0.01991
C: -0.56577 0.20425 0.42526
C: 0.51899 -0.70864 -0.16739
C: 0.05727 -1.68061 -1.36290
C: 1.08390 -1.55567 0.99691
C: 2.49241 -0.99686 1.39466
H: -2.67557 2.49149 -0.40050
H: -1.47039 -0.43266 0.41948
H: -0.25178 0.46292 1.46361
H: 1.20447 -0.06594 -0.78581
H: 1.08471 -2.11469 -1.57553
H: -0.68339 -2.45428 -0.89580
H: -0.39844 -1.26423 -2.22331
H: 0.44932 -1.79498 1.84920
H: 1.16612 -2.64004 0.61130
H: 2.80914 -1.30499 2.48500
H: 3.19088 -0.91731 0.67944
H: 2.40503 0.14161 1.66336

Output
E_tot = -10500.21342 eV
energy above the lowest of the compared OMol25 structures with the same formula, charge and spin = 2.885 eV
orbital gap (alpha / beta) = 10.0 / 4.3 eV
E_HOMO (alpha / beta) = -0.5385 / -0.5360 Eh
total charge = +1
spin multiplicity = 2